Here is a molecular structure, C34H38Cl4N5O9RbS3 from OMol25. Energies are from ωB97M-V/def2-TZVPD.

The geometry in XYZ format:
```
94
Properties=species:S:1:pos:R:3:forces:R:3
Rb 0.574 1.453 1.179 0.904 0.005 -0.024
Cl -0.541 4.527 2.195 -0.094 0.200 -0.080
C -1.054 4.852 0.522 0.082 -0.104 -0.004
Cl 0.050 4.111 -0.654 -0.117 0.256 -0.073
H -1.039 5.924 0.369 -0.007 0.017 0.013
H -2.030 4.404 0.369 -0.018 -0.029 0.001
Cl 2.971 4.388 1.220 0.112 -0.020 0.126
C 3.541 3.357 2.546 -0.084 0.000 0.010
Cl 2.312 3.181 3.826 0.169 0.087 -0.028
H 4.415 3.820 2.985 0.016 0.006 0.005
H 3.723 2.360 2.151 -0.023 -0.017 -0.011
S -4.195 -2.741 5.417 -0.145 -0.155 -0.018
C -3.160 -2.511 3.988 0.170 0.120 0.043
C -3.549 -2.941 2.728 -0.082 -0.033 0.007
C -2.699 -2.695 1.664 0.055 0.022 -0.049
N -1.521 -2.083 1.777 0.001 -0.067 0.056
C -1.146 -1.695 2.995 -0.058 0.132 0.095
C -1.932 -1.887 4.128 -0.045 0.049 -0.063
C -5.579 -1.733 4.941 0.012 0.103 -0.029
C -6.858 -2.265 4.884 -0.021 -0.034 0.068
C -7.915 -1.425 4.560 0.014 0.026 -0.006
N -7.778 -0.131 4.284 0.036 -0.035 0.004
C -6.539 0.365 4.328 -0.019 -0.016 -0.010
C -5.420 -0.382 4.654 0.037 -0.017 -0.043
H -4.503 -3.427 2.568 -0.001 -0.001 0.017
H -2.991 -2.990 0.661 -0.003 0.003 -0.009
H -0.198 -1.172 3.096 0.081 -0.090 -0.099
H -1.597 -1.517 5.088 0.005 -0.022 -0.004
H -7.027 -3.314 5.086 -0.006 0.002 -0.011
H -8.925 -1.820 4.512 0.001 -0.001 0.001
H -6.436 1.418 4.090 -0.004 -0.002 -0.002
H -4.438 0.074 4.673 -0.006 0.015 -0.013
C 1.227 -2.656 -0.112 0.014 -0.002 0.088
C 0.325 -2.267 -1.261 0.030 0.000 -0.035
O 1.097 -1.579 -2.230 -0.060 0.071 -0.030
C 0.297 -1.032 -3.264 0.079 -0.126 0.077
C 1.197 -0.370 -4.282 0.018 0.024 -0.029
H 0.706 -3.329 0.568 -0.026 -0.017 -0.015
H 1.526 -1.784 0.474 0.035 0.014 -0.100
H 2.125 -3.152 -0.489 -0.004 0.013 0.009
H -0.499 -1.638 -0.907 0.007 0.040 0.014
H -0.113 -3.164 -1.728 -0.026 -0.012 0.014
H -0.410 -0.315 -2.837 -0.048 0.067 0.031
H -0.284 -1.840 -3.737 -0.004 0.004 0.008
H 1.711 0.486 -3.849 0.027 0.014 0.050
H 0.609 -0.021 -5.133 0.006 0.007 0.015
H 1.950 -1.072 -4.646 -0.027 -0.001 0.011
C 3.470 -1.570 2.944 0.080 -0.041 0.029
C 2.662 -0.312 2.632 -0.037 -0.036 0.103
O 3.125 0.449 1.743 0.141 -0.142 0.121
O 1.583 -0.139 3.254 0.100 -0.173 0.014
H 4.517 -1.306 3.096 -0.005 -0.010 0.004
H 3.427 -2.240 2.082 -0.009 0.014 0.000
H 3.077 -2.086 3.819 0.000 0.008 0.001
C -6.787 -2.773 -0.193 -0.032 0.004 -0.007
C -5.722 -1.712 -0.115 0.039 -0.002 -0.015
C -5.636 -0.867 0.987 -0.034 -0.016 0.077
C -4.627 0.080 1.087 -0.009 0.012 -0.047
C -3.691 0.201 0.072 -0.031 -0.081 -0.059
C -3.764 -0.630 -1.039 -0.012 -0.006 0.048
C -4.774 -1.577 -1.127 -0.009 -0.023 0.008
S -2.442 1.469 0.144 -0.296 -0.105 -0.146
O -3.115 2.659 -0.353 -0.002 0.048 0.036
O -2.047 1.563 1.548 -0.595 0.013 0.003
O -1.361 0.989 -0.711 -0.247 -0.058 -0.141
H -7.634 -2.529 0.450 0.009 0.006 0.002
H -6.402 -3.746 0.124 0.013 0.011 0.002
H -7.157 -2.888 -1.214 0.004 -0.002 0.001
H -6.368 -0.961 1.784 0.018 0.017 0.004
H -4.551 0.726 1.953 0.002 -0.001 -0.011
H -3.020 -0.533 -1.820 0.002 0.017 0.014
H -4.825 -2.226 -1.995 0.003 0.005 0.004
O 8.499 2.840 -7.727 0.013 -0.013 -0.064
S 8.075 3.496 -6.504 -0.013 -0.031 0.032
O 6.850 4.260 -6.617 -0.029 0.041 -0.016
O 9.141 4.157 -5.766 0.032 0.010 0.022
C 7.656 2.111 -5.390 -0.021 -0.031 0.045
N 8.491 1.068 -5.395 -0.050 0.038 0.026
C 8.205 0.094 -4.545 0.036 -0.009 -0.013
C 7.113 0.122 -3.696 0.021 -0.028 -0.002
C 6.302 1.245 -3.772 -0.122 0.060 0.084
N 6.582 2.237 -4.616 0.073 -0.027 -0.060
C 5.090 1.416 -2.913 0.101 -0.038 -0.061
C 4.423 2.635 -2.882 -0.008 0.024 0.010
C 3.309 2.762 -2.069 -0.074 -0.018 -0.044
N 2.818 1.779 -1.311 0.019 0.065 0.040
C 3.464 0.616 -1.342 -0.036 0.030 -0.048
C 4.589 0.391 -2.121 -0.011 -0.031 0.013
H 8.882 -0.756 -4.538 0.007 0.008 -0.009
H 6.925 -0.688 -3.008 -0.006 -0.002 -0.006
H 4.778 3.456 -3.490 -0.003 -0.006 0.005
H 2.777 3.707 -2.026 0.001 -0.006 0.008
H 3.071 -0.171 -0.714 -0.002 0.000 0.016
H 5.044 -0.589 -2.101 -0.001 0.007 -0.004
```
Forces are in eV/Å.

Results
Frontier orbital gap ... 6.84 eV
Net charge ... -2
Relative energy (zero: lowest compared OMol25 entry of this formula, charge and spin) ... 58.6 kJ/mol
HOMO ... -3.858 eV
Total energy ... -5328.9931 Eh
LUMO level ... 3.0 eV
Strongest force on any atom ... 0.0176 Eh/bohr

=====

Here is a molecular structure, C39H48NO7TeTl from OMol25. Energies are from ωB97M-V/def2-TZVPD.

The geometry in XYZ format:
```
97
Properties=species:S:1:pos:R:3:forces:R:3
Tl -1.374 -0.394 -0.468 0.454 0.057 0.082
C -2.562 -4.232 -0.410 0.078 0.039 0.075
O -1.737 -3.325 0.297 -0.032 0.094 -0.174
C -1.974 -3.270 1.689 -0.096 0.178 0.056
C -3.227 -2.497 2.068 0.085 -0.068 -0.011
O -3.108 -1.177 1.592 0.005 -0.085 -0.081
C -4.101 -0.300 2.087 -0.017 0.148 -0.007
C -3.834 1.087 1.553 -0.022 -0.199 0.066
O -3.965 1.076 0.142 -0.032 -0.032 -0.009
C -3.798 2.366 -0.411 0.043 -0.015 0.011
H -2.303 -5.266 -0.156 0.003 0.002 -0.018
H -3.623 -4.079 -0.196 -0.033 0.030 -0.016
H -2.389 -4.057 -1.471 -0.010 -0.039 0.021
H -2.031 -4.281 2.110 0.038 0.005 0.039
H -1.115 -2.744 2.110 0.011 -0.082 0.052
H -4.132 -2.970 1.661 -0.008 0.030 0.026
H -3.307 -2.500 3.162 -0.011 -0.014 0.010
H -5.098 -0.644 1.781 0.027 -0.015 -0.022
H -4.053 -0.266 3.181 0.008 -0.002 -0.005
H -4.557 1.787 1.991 0.020 -0.008 0.051
H -2.822 1.384 1.845 0.049 0.079 0.001
H -2.844 2.808 -0.102 0.006 -0.008 -0.006
H -3.802 2.256 -1.493 0.003 0.034 -0.020
H -4.611 3.032 -0.098 0.016 0.001 -0.012
C 4.316 0.571 4.777 -0.016 -0.036 -0.114
C 3.131 0.582 3.842 0.117 0.006 0.138
C 1.877 1.012 4.261 -0.073 -0.080 -0.021
C 0.785 1.019 3.413 0.043 -0.214 -0.458
C -0.557 1.335 3.947 -0.081 -0.037 0.145
O -1.520 0.612 3.757 0.038 0.028 -0.043
C -0.735 2.573 4.783 -0.099 0.185 0.029
C -1.902 2.696 5.536 0.028 -0.066 -0.013
C -2.152 3.841 6.272 0.000 -0.001 -0.001
C -1.233 4.883 6.262 -0.007 -0.001 0.011
C -0.072 4.774 5.512 -0.001 0.084 0.027
C 0.175 3.627 4.771 -0.024 -0.088 -0.046
C 0.898 0.642 2.018 0.499 0.110 0.326
O -0.061 0.864 1.223 -0.416 -0.156 -0.309
C 2.192 0.118 1.619 -0.309 0.059 0.233
C 3.246 0.132 2.540 -0.092 -0.029 0.003
C 2.462 -0.427 0.283 -0.002 -0.052 -0.256
N 1.547 -0.768 -0.550 -0.132 0.142 0.236
C 1.902 -1.227 -1.883 -0.035 -0.065 -0.029
C 1.603 -2.714 -2.002 -0.095 -0.042 -0.101
Te 1.623 -3.495 -4.032 0.093 0.326 0.080
C 1.789 -1.651 -5.085 0.000 -0.299 0.175
C 2.946 -0.883 -5.001 0.058 0.039 -0.001
C 3.037 0.319 -5.688 0.000 0.008 0.012
C 1.987 0.745 -6.490 -0.018 0.036 -0.037
C 0.846 -0.035 -6.604 0.004 0.008 -0.016
C 0.745 -1.227 -5.899 -0.084 -0.007 -0.005
C 3.912 -0.592 -0.080 0.103 0.026 -0.050
C 4.689 0.514 -0.411 -0.045 -0.022 0.013
C 6.020 0.354 -0.764 0.005 0.030 -0.027
C 6.589 -0.911 -0.790 0.051 -0.035 0.019
C 5.820 -2.019 -0.461 0.006 -0.004 -0.005
C 4.488 -1.858 -0.109 -0.036 0.030 0.044
H 4.055 1.004 5.743 0.004 -0.023 0.018
H 5.148 1.149 4.368 0.003 0.004 0.022
H 4.680 -0.445 4.946 0.006 0.016 0.055
H 1.742 1.307 5.297 -0.009 0.062 -0.005
H -2.606 1.875 5.524 -0.007 0.004 0.001
H -3.064 3.927 6.849 0.012 -0.010 0.014
H -1.427 5.782 6.835 0.012 -0.002 -0.001
H 0.639 5.590 5.497 0.004 -0.010 -0.019
H 1.068 3.557 4.166 0.023 -0.022 -0.006
H 4.213 -0.247 2.229 0.003 0.016 -0.023
H 2.943 -1.026 -2.145 -0.038 0.012 -0.085
H 1.274 -0.677 -2.590 0.022 -0.017 -0.007
H 0.616 -2.916 -1.594 -0.094 -0.037 0.004
H 2.329 -3.298 -1.440 0.013 -0.007 -0.056
H 3.781 -1.221 -4.402 -0.004 -0.011 0.019
H 3.934 0.919 -5.603 0.003 -0.007 -0.008
H 2.063 1.677 -7.035 0.003 0.002 0.010
H 0.030 0.284 -7.240 0.005 0.001 0.000
H -0.151 -1.830 -5.984 -0.006 0.018 0.029
H 4.241 1.500 -0.386 0.016 0.007 0.024
H 6.619 1.222 -1.014 -0.007 -0.002 -0.010
H 7.631 -1.035 -1.054 -0.009 0.011 -0.020
H 6.258 -3.009 -0.476 0.005 0.006 0.003
H 3.887 -2.719 0.159 0.020 0.004 0.018
C -4.734 -1.398 -2.014 0.045 -0.014 -0.095
O -3.468 -1.217 -2.616 0.016 0.116 0.010
C -3.512 -0.378 -3.751 0.073 0.020 -0.076
C -2.137 0.182 -4.038 -0.099 -0.140 0.034
O -1.899 1.286 -3.193 0.001 0.043 0.053
C -0.624 1.860 -3.407 -0.054 -0.066 0.028
H -5.433 -1.888 -2.702 0.006 -0.016 0.024
H -5.154 -0.442 -1.688 0.004 0.010 0.019
H -4.579 -2.028 -1.141 -0.033 -0.009 0.033
H -4.196 0.463 -3.584 -0.041 -0.034 -0.015
H -3.861 -0.949 -4.621 -0.051 0.025 -0.001
H -2.077 0.495 -5.088 0.011 0.001 -0.010
H -1.384 -0.601 -3.872 0.031 0.000 -0.041
H -0.523 2.220 -4.437 -0.002 0.012 0.014
H 0.175 1.135 -3.214 0.005 0.012 -0.003
H -0.529 2.692 -2.712 0.041 0.014 -0.022
```
Forces are in eV/Å.

Results
Frontier orbital gap ... 7.10 eV
Net charge ... 0
Relative energy (zero: lowest compared OMol25 entry of this formula, charge and spin) ... 15.0 kJ/mol
HOMO ... -6.625 eV
Total energy ... -2536.7606 Eh
LUMO level ... 0.5 eV
Strongest force on any atom ... 0.0118 Eh/bohr

=====

Here is a molecular structure, C32H48AsN4O8PSTe2W at a distorted geometry from OMol25. Energies are from ωB97M-V/def2-TZVPD.

The geometry in XYZ format:
```
98
Properties=species:S:1:pos:R:3:forces:R:3
W 0.996 -1.970 0.059 -4.028 -0.321 -0.293
O -1.470 -2.327 1.795 -0.111 -0.115 0.274
As -0.154 -2.531 2.958 0.152 0.496 0.195
O -0.638 -1.751 4.305 0.362 -0.115 0.217
O 1.196 -1.796 2.124 -0.972 -0.797 -0.088
C -0.096 -4.458 3.123 0.092 -0.030 -0.279
C 0.395 -5.008 4.296 -0.330 -0.009 0.034
C 0.477 -6.393 4.411 -0.008 -0.038 0.029
C 0.064 -7.199 3.362 -0.029 0.009 0.076
C -0.422 -6.634 2.186 -0.161 0.013 0.044
C -0.493 -5.261 2.046 0.487 -0.158 -0.359
S -0.587 -4.456 0.249 -0.012 -1.936 2.552
O 0.855 -3.871 0.734 -0.586 0.208 -0.474
O -0.330 -5.572 -0.658 0.109 -0.183 -0.169
O -0.421 -2.763 -0.854 2.582 3.092 -0.268
H -2.208 -2.004 2.333 0.025 0.040 -0.155
H 0.685 -4.364 5.117 0.031 0.002 -0.011
H 0.865 -6.839 5.319 0.019 0.013 -0.005
H 0.152 -8.277 3.447 -0.036 0.006 0.002
H -0.703 -7.271 1.354 0.076 0.065 -0.079
Te 1.449 -1.212 -2.490 1.636 0.275 -0.007
C 0.943 1.457 1.703 -0.066 0.131 -0.075
C 0.915 0.347 0.706 0.109 0.231 -0.745
O 2.069 -0.131 0.309 0.160 0.098 0.584
N -0.129 -0.266 0.198 0.975 -0.674 0.564
Te -2.533 0.844 0.929 -0.276 0.141 0.111
C -4.180 2.174 1.382 -0.028 0.026 0.097
C -4.389 2.621 2.695 -0.003 -0.005 0.003
C -3.525 2.224 3.870 -0.007 -0.014 -0.031
C -5.439 3.500 2.968 0.019 -0.022 -0.008
C -6.299 3.948 1.982 -0.024 -0.007 -0.023
C -7.442 4.876 2.297 0.012 0.002 -0.010
C -6.095 3.485 0.687 -0.001 0.024 0.030
C -5.063 2.608 0.376 0.030 -0.020 -0.092
C -4.926 2.161 -1.056 -0.037 0.037 0.026
C -1.793 2.159 -0.562 0.078 0.004 -0.130
C -1.391 3.461 -0.239 -0.001 -0.009 0.009
C -1.505 4.052 1.143 -0.046 -0.012 -0.007
C -0.869 4.284 -1.238 0.031 -0.003 0.023
C -0.724 3.853 -2.545 -0.033 -0.008 -0.010
C -0.149 4.749 -3.609 -0.001 -0.019 0.003
C -1.139 2.563 -2.849 0.043 -0.003 0.021
C -1.678 1.713 -1.891 -0.027 -0.024 -0.019
C -2.171 0.372 -2.374 0.115 -0.005 0.073
H 1.947 1.528 2.117 0.000 0.010 -0.010
H 0.223 1.261 2.496 -0.023 0.021 -0.018
H 0.683 2.398 1.212 -0.035 0.000 0.032
H -2.908 1.351 3.676 0.011 -0.010 -0.003
H -4.149 2.009 4.739 0.001 0.014 -0.001
H -2.856 3.044 4.146 0.023 -0.011 -0.021
H -5.583 3.838 3.991 -0.003 -0.011 0.000
H -7.372 5.252 3.318 -0.001 0.003 -0.001
H -8.401 4.364 2.194 -0.001 0.001 0.004
H -7.455 5.732 1.620 0.002 0.001 0.003
H -6.765 3.809 -0.104 0.002 -0.005 -0.001
H -5.871 2.282 -1.586 -0.012 0.003 0.000
H -4.619 1.116 -1.113 -0.021 0.008 0.000
H -4.165 2.748 -1.578 -0.034 -0.025 0.005
H -1.547 3.282 1.909 0.040 -0.020 0.029
H -2.419 4.645 1.229 -0.014 -0.016 0.019
H -0.654 4.706 1.346 -0.021 0.027 -0.007
H -0.559 5.291 -0.972 0.007 -0.005 0.000
H 0.127 5.720 -3.199 0.004 0.002 -0.002
H -0.870 4.914 -4.413 0.004 0.005 -0.002
H 0.742 4.305 -4.059 0.000 0.003 0.007
H -1.041 2.199 -3.869 -0.009 0.008 0.004
H -1.456 -0.054 -3.080 0.016 -0.030 -0.029
H -3.118 0.497 -2.908 -0.004 -0.005 0.017
H -2.321 -0.342 -1.570 0.075 -0.034 -0.022
C 5.069 1.084 -3.589 -0.078 -0.003 0.008
N 4.268 1.032 -2.402 0.153 0.165 -0.083
C 3.458 2.201 -2.220 -0.069 -0.101 0.020
P 3.637 -2.055 -1.296 -0.672 -2.405 -0.473
O 2.916 -2.573 0.014 0.436 0.635 -1.217
N 3.830 -3.465 -2.248 -0.035 0.346 -0.069
C 2.759 -4.461 -2.291 0.069 -0.113 0.159
C 4.342 -3.174 -3.580 0.076 -0.071 0.067
N 5.258 -1.881 -0.891 -0.113 1.196 0.242
C 5.528 -0.698 -0.053 -0.041 0.028 -0.034
C 5.870 -3.062 -0.260 -0.028 -0.019 -0.141
H 4.434 0.991 -4.482 -0.011 0.010 0.001
H 5.790 0.266 -3.594 -0.012 -0.004 -0.016
H 5.604 2.040 -3.679 -0.001 0.009 -0.013
H 2.704 2.284 -3.016 0.010 0.001 -0.014
H 4.072 3.112 -2.258 -0.012 0.012 -0.006
H 2.935 2.143 -1.267 -0.025 0.001 -0.013
H 2.200 -4.492 -1.359 0.020 0.017 0.014
H 3.209 -5.449 -2.428 0.007 0.021 -0.065
H 2.058 -4.276 -3.110 -0.028 0.046 0.017
H 5.171 -2.467 -3.523 0.012 -0.007 0.006
H 3.563 -2.755 -4.235 0.000 -0.020 0.001
H 4.711 -4.097 -4.034 -0.007 -0.002 -0.008
H 5.067 0.181 -0.496 0.012 -0.027 -0.005
H 6.608 -0.549 0.007 0.006 0.005 -0.026
H 5.133 -0.829 0.960 0.018 -0.031 0.008
H 5.705 -3.946 -0.867 -0.007 -0.009 -0.013
H 5.463 -3.232 0.741 -0.003 -0.001 0.011
H 6.941 -2.868 -0.182 -0.004 0.003 0.011
```
Forces are in eV/Å.

Results
Expectation value of S² ... 0.754
Frontier orbital gap (alpha / beta) ... 6.13 / 6.11 eV
Net charge ... -1
Relative energy (zero: lowest compared OMol25 entry of this formula, charge and spin) ... 384.3 kJ/mol
HOMO (alpha / beta) ... -4.804 / -4.807 eV
Total energy ... -5647.5871 Eh
LUMO level (alpha / beta) ... 1.3 / 1.3 eV
Strongest force on any atom ... 0.0788 Eh/bohr
Spin multiplicity ... 2

=====

Look up the relative energy (zero: lowest compared OMol25 entry of this formula, charge and spin) of the first one. 58.6 kJ/mol